This record from OMol25 describes a molecular structure, C30H41Cl3MnN9S. The level of theory is ωB97M-V/def2-TZVPD.

The calculation puts the lowest unoccupied orbital energy (spin up / spin down) at -3.20 / -3.18 eV. Its charge is +1. The value obtained for the energy above the lowest of the compared OMol25 structures with the same formula, charge and spin is 1.45 kcal/mol. As for the multiplicity: 2. The calculated total energy is -124905.2420 eV. For the HOMO energy (spin up / spin down), the calculation gives -9.354 / -9.427 eV.

Element x y z (Å)
Mn  0.143  -0.530  -0.643
C  -2.211  -3.433  -4.838
C  -1.836  -2.153  -5.225
C  -1.617  -1.170  -4.272
C  -1.774  -1.452  -2.912
C  -2.159  -2.736  -2.532
C  -2.375  -3.717  -3.490
N  -1.460  -0.489  -1.925
C  -2.103  0.697  -1.907
C  -3.189  1.077  -2.747
C  -3.763  2.312  -2.618
C  -3.314  3.258  -1.665
C  -2.292  2.922  -0.825
C  -1.691  1.652  -0.931
N  -0.697  1.197  -0.112
N  -0.199  1.939  0.809
C  0.756  1.238  1.516
C  1.319  1.828  2.652
C  2.225  1.108  3.394
C  2.551  -0.191  3.002
C  1.965  -0.695  1.865
N  1.095  -0.002  1.117
H  -2.381  -4.200  -5.582
H  -1.709  -1.918  -6.274
H  -1.316  -0.174  -4.577
H  -2.308  -2.950  -1.483
H  -2.683  -4.707  -3.180
H  -3.570  0.372  -3.471
H  -4.595  2.573  -3.259
H  -3.799  4.221  -1.603
H  -1.926  3.591  -0.057
H  1.015  2.828  2.922
H  2.671  1.546  4.277
H  3.249  -0.797  3.561
H  2.200  -1.697  1.526
N  1.419  -2.014  -1.455
C  1.660  -1.596  -2.859
C  2.130  -0.144  -2.852
N  1.195  0.652  -2.008
H  2.305  -1.980  -0.950
H  1.100  -2.977  -1.409
H  0.712  -1.677  -3.388
H  2.383  -2.239  -3.361
H  2.169  0.249  -3.868
H  3.126  -0.054  -2.422
H  0.493  1.092  -2.598
H  1.724  1.394  -1.547
Cl  -1.399  -3.795  3.564
C  -1.734  -4.070  1.856
Cl  -3.469  -4.133  1.551
Cl  -0.941  -5.551  1.291
C  -1.172  -2.952  1.084
N  -0.725  -2.099  0.467
C  3.225  4.985  2.298
C  2.244  5.500  1.251
C  2.797  5.548  -0.170
C  3.204  4.193  -0.744
N  4.526  3.789  -0.287
C  4.932  2.531  -0.028
S  3.910  1.199  -0.187
N  6.194  2.409  0.413
C  6.869  1.167  0.766
C  7.768  1.347  1.984
C  7.033  1.384  3.323
C  6.108  2.578  3.533
H  2.811  5.089  3.303
H  4.162  5.548  2.274
H  3.463  3.932  2.145
H  1.917  6.504  1.528
H  1.345  4.873  1.249
H  3.647  6.240  -0.217
H  2.036  5.967  -0.832
H  3.192  4.226  -1.837
H  2.500  3.424  -0.425
H  5.195  4.534  -0.161
H  6.739  3.251  0.518
H  7.451  0.819  -0.092
H  6.104  0.419  0.966
H  8.377  2.251  1.861
H  8.472  0.513  1.996
H  7.781  1.365  4.119
H  6.455  0.460  3.427
H  6.630  3.521  3.346
H  5.747  2.607  4.562
H  5.237  2.538  2.877